[1]
Here is a 12-piece molecular cluster, H24O12 overall in a non-equilibrium geometry from OMol25. Energies are from wB97M-V/def2-TZVPD.

## Properties
Largest force on an atom ... 4.25 eV/Å
Frontier orbital gap ... 10.153 eV
Energy above the lowest of the compared OMol25 structures with the same formula, charge and spin ... 95.7 kcal per mole
Energy ... -917.1729 hartree
HOMO level ... -0.39568 Eh

CARTESIAN COORDINATES (ANGSTROEM)
O 1.02766 -0.06355 0.73217
H -1.56227 -3.41833 1.63172
H -2.00726 -2.50037 -1.74594
O 0.12873 3.41291 -4.28976
O -0.89100 1.99399 2.60906
H 0.80202 0.64055 0.06079
O -1.29564 -2.43895 -1.18131
O -0.92873 -0.58861 -3.34055
H -0.77795 2.86358 2.36502
O -1.38019 -4.40278 1.44424
O 3.09470 1.39184 1.85105
O 0.96539 1.14726 -2.46813
H -1.43359 0.03992 0.01316
H -0.33674 3.20713 -3.38436
O 0.80913 -2.76376 0.79179
H -0.53241 3.92611 -0.20615
H -1.03278 -4.44001 0.57628
O -1.15150 3.84758 -0.88673
O -1.77179 0.93326 0.02671
H -0.09808 -0.32776 -2.89236
H -1.61107 2.99875 -0.77565
H 2.22552 -2.14533 5.57939
H 0.32855 -0.07155 1.37766
H 0.32866 2.58791 -4.65777
H -2.74409 0.86992 0.03550
H 0.33122 1.79058 -2.82296
H -1.24943 -1.45147 -1.11900
H 2.25200 -2.79337 4.24042
H 0.99976 -2.33049 1.70650
H 2.87247 0.50457 1.52829
H 1.03970 -3.70146 0.81594
H 2.47515 1.97626 1.40899
H 0.81345 1.19111 -1.48861
H -0.55569 -1.35177 -3.94493
H -0.92957 1.55380 1.74976
O 1.79567 -2.08746 4.65976

Atomic partial charges in e from the Löwdin method, atoms 1 to 8:
1. O -0.041
2. H 0.074
3. H -0.006
4. O -0.052
5. O -0.011
6. H 0.046
7. O -0.032
8. O -0.124


[2]
Here is C22H26N5O5Ti as an isolated structure in a non-equilibrium geometry from OMol25. Energies are from wB97M-V/def2-TZVPD.

## Properties
Largest force on an atom ... 3.35 eV/Å
Expectation value of S² ... 0.76
Frontier orbital gap (alpha / beta) ... 6.589 / 7.003 eV
Energy above the lowest of the compared OMol25 structures with the same formula, charge and spin ... 35.9 kcal per mole
Energy ... -2353.4887 hartree
2S+1 ... 2
HOMO level (alpha / beta) ... -0.25184 / -0.27723 Eh

CARTESIAN COORDINATES (ANGSTROEM)
C -3.44654 -1.93825 0.00311
C 1.02401 3.54024 0.90939
H 1.57801 3.79707 0.00746
Ti 0.05906 -0.95952 0.71589
C 1.14163 -3.85730 -0.60195
C -0.42258 -3.06999 0.87538
C -3.50664 -0.09063 -1.79371
H 3.00049 -0.86991 0.79394
C 3.76056 -0.24630 -1.11771
H -3.24384 -1.74886 1.05653
O -1.37123 -0.45035 1.85923
C 0.81116 -3.29617 1.57988
H -0.51600 0.90489 -1.82927
O 1.10109 0.01542 4.20978
H 5.32410 -0.38779 0.19047
C -1.75785 0.56658 2.56889
H -1.82311 1.84469 -4.01937
N 3.53515 -0.05777 -2.41991
H -1.89570 1.96345 0.39122
H -3.58392 1.66229 -3.94504
H -0.91837 -3.48722 -1.27663
H 0.97728 2.41333 3.36623
H 2.78662 -3.98415 0.88499
C -2.83310 -0.87764 -0.84348
C -0.17687 -3.45335 -0.48968
N -1.40988 0.45879 -1.71265
H -1.38355 -3.13999 1.36650
C 2.31062 -0.39694 -2.82844
N 1.49929 -0.91835 -0.64294
H 1.39912 4.14985 1.72939
H 0.36782 -1.16928 -2.37477
C 1.00813 0.30158 3.04366
H -4.52280 -1.94478 -0.15495
C -0.96488 2.22598 0.88958
H 0.93121 -3.21444 2.64883
H -0.74275 4.02836 -0.30805
N -1.54336 -0.54045 -0.80925
C 1.31547 -0.82841 -1.98844
H 2.13148 1.61477 0.97730
H -4.55416 -0.12991 -2.03996
O 1.21714 -0.52233 2.04154
C 2.76713 -0.68480 -0.24337
C 1.16010 2.04351 1.20521
C -0.50361 3.67448 0.69477
H -1.37361 2.61419 3.01271
H -2.77221 2.81810 -2.89415
C -2.56534 0.76320 -2.32411
H 2.13273 -0.31913 -3.89463
H -0.98108 4.33879 1.41234
C -0.92407 1.85272 2.38293
N 5.01657 0.06227 -0.65539
C -2.68681 1.83184 -3.35443
H 1.63953 -4.16967 -1.51016
H -3.05038 -2.91971 -0.25777
O 0.14364 1.46628 0.34836
C 0.61910 1.72200 2.60818
C 1.75368 -3.74747 0.66816
H 5.71250 0.14781 -1.37779
O -2.75017 0.59839 3.26614

Atomic partial charges in e from the Löwdin method, atoms 1 to 8:
1. C -0.007
2. C -0.080
3. H 0.116
4. Ti 1.028
5. C -0.149
6. C -0.301
7. C 0.032
8. H 0.123


[3]
Here is C7H4Br3NO4 as an isolated structure in a non-equilibrium geometry from OMol25. Energies are from wB97M-V/def2-TZVPD.

## Properties
Largest force on an atom ... 4.78 eV/Å
Frontier orbital gap ... 8.004 eV
Energy above the lowest of the compared OMol25 structures with the same formula, charge and spin ... 0.0 kcal per mole
Energy ... -8346.7651 hartree
HOMO level ... -0.35658 Eh

CARTESIAN COORDINATES (ANGSTROEM)
C -3.78415 -1.33937 0.14192
N -1.95413 0.37276 0.47907
C -1.44744 0.20686 -0.81614
O -3.65574 0.13475 2.02318
H 0.43164 -0.56880 0.98599
C 0.82877 0.01464 0.09636
C -1.81218 -1.17902 -1.34514
O -1.49546 1.46483 1.23172
C -2.86124 -1.86910 -0.87302
Br -3.32895 -3.48802 -1.81466
O 0.44461 1.48997 -1.71425
H 1.80209 0.23871 0.13279
O -4.87688 -1.74607 0.42902
C 0.01734 0.60739 -0.79791
C -3.15086 -0.26512 0.99505
H -2.18203 1.68720 2.02627
Br -0.70735 -2.05362 -2.56483
Br -2.35350 1.37186 -2.26906
H 1.40354 1.20592 -1.96750

Atomic partial charges in e from the Löwdin method, atoms 1 to 8:
1. C -0.349
2. N -0.090
3. C -0.649
4. O 0.131
5. H 0.115
6. C 0.093
7. C -0.742
8. O 0.005


[4]
Here is C20H24N4SV as an isolated structure in a non-equilibrium geometry from OMol25. Energies are from wB97M-V/def2-TZVPD.

## Properties
Largest force on an atom ... 2.06 eV/Å
Expectation value of S² ... 0.79
Frontier orbital gap (alpha / beta) ... 7.126 / 6.657 eV
Energy above the lowest of the compared OMol25 structures with the same formula, charge and spin ... 43.4 kcal per mole
Energy ... -2337.2159 hartree
Net charge ... +2
2S+1 ... 2
HOMO level (alpha / beta) ... -0.49337 / -0.47381 Eh

CARTESIAN COORDINATES (ANGSTROEM)
H 4.55340 -0.58382 1.28814
H -3.16205 3.09158 -0.80360
C 0.05150 -4.36436 -2.95154
H -2.68086 -0.71197 -1.72856
S 0.47635 2.00178 2.70502
H 2.80690 2.65674 2.80263
H -0.98380 -2.27022 0.93602
H -2.87046 0.83844 0.25730
H -3.01828 -1.75380 -0.35669
C 1.87283 3.13093 2.50346
C -1.76515 3.84722 -2.25925
C -0.55224 3.63793 -2.89869
H 1.61549 -2.91687 -2.77991
H 1.11014 2.29887 -3.04831
H 0.88152 -1.77827 3.18091
H 1.72249 4.04233 3.07978
H -1.73376 -5.55951 -2.95770
H -3.08686 -3.83569 -1.79460
H 1.45216 2.01868 4.90065
C 2.75917 -0.42819 0.14790
N -1.25757 -0.50315 -0.19979
C -2.04497 -3.65749 -2.02717
N 1.41540 -0.59623 0.08632
C -1.45115 -2.46327 -1.67242
H 1.93025 3.39842 1.44850
C -2.21338 -1.34865 -0.97702
N -0.25040 1.63583 -1.62420
H -0.17851 4.32301 -3.64658
H -0.25493 2.50278 4.96393
C -2.21729 2.94195 -1.31022
C -1.43729 1.84930 -1.00408
H -1.24138 -0.84387 1.92406
C 2.80025 -1.23958 2.37332
H 3.34404 -1.50516 3.27223
C 1.42873 -1.40097 2.32483
H 3.23851 -0.04430 -0.74088
C 0.45650 1.81946 4.50585
V 0.30382 -0.28756 -1.50204
C 0.58051 -3.15623 -2.58086
H 0.18527 0.79559 4.76047
N -0.15040 -2.20629 -1.94745
C 3.48247 -0.73030 1.27426
C 0.16644 2.51737 -2.56797
H -1.31909 1.23875 0.99383
C -0.74700 -1.20980 1.02368
H -2.36463 4.71562 -2.50458
C -1.79408 0.86232 0.08851
C 0.75677 -1.05977 1.16909
C -1.28593 -4.61548 -2.67314
H 0.67055 -5.09411 -3.45348

Atomic partial charges in e from the Löwdin method, atoms 1 to 8:
1. H 0.127
2. H 0.136
3. C -0.014
4. H 0.145
5. S 0.759
6. H 0.038
7. H 0.144
8. H 0.146


Q: What is the energy in the second record?
A: -2353.4887 hartree